Here is a gas-phase ion, C6H8N (charge +1) in a non-equilibrium geometry from OMol25. Energies are from ωB97M-V/def2-TZVPD.

Values from the calculation:
orbital gap: 9.14 eV
HOMO energy: -14.46 eV
E_LUMO: -0.19532 Ha
SMILES: C1=C[C@@H]2C=[N+]2CC1

The geometry in ORCA input format:
```
! wB97M-V def2-TZVPD RIJCOSX def2/J DEFGRID3
* xyz 1 1
C -0.44 -1.20 0.19
C 0.79 -1.31 -0.36
C 1.67 -0.20 -0.53
C 1.59 0.42 0.83
N 1.05 1.06 -0.12
C -0.34 1.34 -0.38
C -1.22 0.12 0.15
H -0.93 -2.03 0.43
H 0.98 -2.39 -0.45
H 2.62 -0.04 -1.15
H 1.80 0.28 1.90
H -0.33 1.47 -1.40
H -0.85 2.15 0.12
H -1.99 -0.23 -0.52
H -1.72 0.20 1.02
*
```

Here is a gas-phase ion, C6H8N (charge +1) in a non-equilibrium geometry from OMol25. Energies are from ωB97M-V/def2-TZVPD.

Values from the calculation:
orbital gap (alpha / beta): 7.71 / 8.18 eV
HOMO energy (alpha / beta): -11.79 / -15.33 eV
E_LUMO (alpha / beta): -0.14990 / -0.26273 Ha
<S²>: 2.02

The geometry in ORCA input format:
```
! wB97M-V def2-TZVPD RIJCOSX def2/J DEFGRID3
* xyz 1 3
C 2.54 -1.29 0.07
C -0.72 -0.23 -0.05
C 0.73 0.34 0.08
C -1.48 -1.44 -0.04
C -2.12 0.02 0.10
C 1.06 1.80 -0.05
N 1.63 -0.57 0.01
H 3.25 -1.93 -0.44
H -1.65 -1.93 -0.90
H -1.36 -2.13 0.89
H -2.48 0.48 0.97
H -2.71 0.49 -0.65
H 2.15 2.02 0.13
H 0.54 2.09 -0.88
H 0.65 2.28 0.75
*
```

Here is 2 unconnected molecules or ions with the total composition C6H8N2 in a non-equilibrium geometry from OMol25. Energies are from ωB97M-V/def2-TZVPD.

Values from the calculation:
orbital gap: 7.77 eV
HOMO energy: -7.19 eV
E_LUMO: 0.02133 Ha

The geometry in ORCA input format:
```
! wB97M-V def2-TZVPD RIJCOSX def2/J DEFGRID3
* xyz 0 1
C 2.48 1.00 -0.09
C -2.42 1.91 -0.28
C -1.34 -2.48 0.17
C -1.35 1.20 0.11
C -1.42 -0.06 0.71
C 3.02 -0.34 -0.02
N 1.92 1.99 0.02
N -1.51 -1.24 0.50
H -2.30 2.71 -1.03
H -3.44 1.48 -0.15
H -2.28 -2.97 0.06
H -0.33 -3.00 0.22
H -0.35 1.53 -0.21
H 3.55 -0.29 0.92
H 3.63 -0.52 -0.88
H 2.14 -0.93 -0.03
*
```

Here is a single C6H8N2 molecule in a non-equilibrium geometry from OMol25. Energies are from ωB97M-V/def2-TZVPD.

Values from the calculation:
orbital gap: 10.34 eV
HOMO energy: -10.15 eV
E_LUMO: 0.00689 Ha
SMILES: [H]/N=C(\CC)C(=C)C#N

The geometry in ORCA input format:
```
! wB97M-V def2-TZVPD RIJCOSX def2/J DEFGRID3
* xyz 0 1
H 1.73 2.16 0.78
N 1.07 1.55 1.25
C 0.67 0.56 0.60
C 1.00 0.18 -0.88
C -0.17 -0.16 -1.79
C -0.43 -0.31 1.07
C -1.61 0.16 1.48
C -0.12 -1.69 1.12
N 0.14 -2.81 1.16
H 1.59 1.02 -1.31
H 1.67 -0.69 -0.81
H -0.90 0.65 -1.77
H 0.17 -0.30 -2.82
H -0.65 -1.09 -1.49
H -2.35 -0.48 1.93
H -1.81 1.22 1.49
*
```

Here is a single C6H8N2O molecule in a non-equilibrium geometry from OMol25. Energies are from ωB97M-V/def2-TZVPD.

Values from the calculation:
orbital gap: 7.89 eV
HOMO energy: -7.68 eV
E_LUMO: 0.00743 Ha

The geometry in ORCA input format:
```
! wB97M-V def2-TZVPD RIJCOSX def2/J DEFGRID3
* xyz 0 1
C 0.73 1.11 0.03
C -0.39 0.45 0.37
C 1.98 0.51 -0.14
C -1.69 1.08 0.51
C 1.14 -1.67 0.33
C 0.52 -2.83 -0.37
N 1.88 -0.78 0.07
N -1.86 2.35 0.01
O -2.59 0.68 1.21
H 0.70 2.24 -0.12
H -0.39 -0.69 0.59
H 2.90 1.11 -0.21
H 0.19 -2.45 -1.37
H -0.43 -3.11 0.20
H 1.24 -3.49 -0.57
H -1.08 2.78 -0.55
H -2.85 2.73 0.02
*
```

Here is a single C6H8N2O molecule in a non-equilibrium geometry from OMol25. Energies are from ωB97M-V/def2-TZVPD.

Values from the calculation:
orbital gap: 9.47 eV
HOMO energy: -8.58 eV
E_LUMO: 0.03285 Ha
SMILES: NN1CCC(=O)C12C=C2

The geometry in ORCA input format:
```
! wB97M-V def2-TZVPD RIJCOSX def2/J DEFGRID3
* xyz 0 1
N 1.38 -1.21 -0.49
N 0.78 -0.44 0.57
C 1.16 0.95 0.58
C -0.06 1.76 -0.05
C -1.22 0.82 -0.04
O -2.38 1.04 -0.32
C -0.70 -0.55 0.15
C -1.26 -1.80 -0.49
C -1.50 -1.60 0.78
H 2.39 -1.17 -0.40
H 1.16 -0.88 -1.39
H 1.95 1.27 -0.06
H 1.26 1.16 1.56
H 0.27 2.03 -1.02
H -0.12 2.65 0.38
H -1.26 -2.24 -1.46
H -1.86 -1.82 1.69
*
```

Respective molar mass values: 94.137; 94.137; 108.144; 108.144; 124.143; 124.143 g/mol.
Respective ΔE to the lowest compared entry with this formula, charge and spin values: 510.7; 208.8; 396.9; 122.4; 333.1; 466.4 kJ/mol.
Respective energy values: -287.76173; -287.66768; -342.78275; -342.88731; -418.05641; -418.00565 hartree.